Here is a 16-piece molecular cluster, C77H112N11O21 overall at a distorted geometry from OMol25. Energies are from ωB97M-V/def2-TZVPD.

XYZ file:
```
221
Properties=species:S:1:pos:R:3:forces:R:3:mulliken_charge:R:1
O -2.406948 2.095591 -4.404799 1.210 -1.175 1.514 -0.4829
O -0.232254 7.321564 -2.362220 0.407 -1.078 -0.746 -0.7005
O 2.892010 -0.453514 5.594763 -0.630 0.179 -0.652 -0.7232
O -5.648325 2.747678 1.575420 0.714 -0.181 -0.275 -0.5996
O -1.698864 8.474331 -1.204615 -0.862 0.212 -0.054 -0.7430
O -0.444833 -3.556521 -4.927706 0.319 0.832 -0.858 -0.8204
O -0.696808 5.268707 1.620427 0.376 -0.905 0.296 -0.7805
O -7.662193 -3.943899 2.274597 0.485 0.256 -0.039 -0.7979
O 3.815365 -5.601693 -0.767723 0.475 1.329 -2.127 -0.7172
O -2.782367 -5.324755 3.609409 -0.219 -0.823 -0.244 -0.7829
O -2.132181 -3.729238 2.213797 0.816 0.647 -3.095 0.0393
O -6.928971 -3.416520 0.238094 0.195 0.567 -1.050 -0.6721
O 0.578392 3.450263 1.744593 -0.008 -0.934 0.770 -0.0984
O -0.246782 -3.240023 -2.778908 0.205 -0.018 2.268 -0.3682
O 4.452090 1.616015 0.246796 0.411 0.356 -0.343 -0.7571
O -7.089152 4.320721 0.902357 0.094 -0.573 -0.052 -0.7891
O -2.943169 3.555848 -5.947931 0.051 0.514 0.474 -0.8200
O 3.608250 -6.704278 1.073292 -1.058 0.290 1.242 -0.8668
O 0.964024 -0.646698 6.688524 -1.143 0.649 0.017 -0.7211
O 6.113745 2.482228 1.507322 0.480 0.556 -0.217 -0.8518
O 0.690806 0.901153 -1.058456 -5.473 0.097 6.510 1.3296
N 5.741793 6.403465 2.526021 -0.499 0.696 0.780 0.1534
N -1.925494 -5.584841 -0.143935 0.814 -1.358 0.373 0.4567
N 5.391898 -2.176038 -1.017209 0.702 1.639 0.123 0.4897
N 0.647665 3.367030 6.133292 1.614 -0.011 -0.059 0.4501
N 2.283734 4.149542 -1.911587 -0.369 -1.329 -2.215 0.6068
N -7.177899 -0.399306 -2.044864 -0.913 1.463 -1.137 0.2578
N 1.121104 -11.716469 1.613609 0.221 1.311 -0.113 0.0901
N -7.493375 1.788529 -1.824602 -0.185 -3.513 -0.993 0.2346
N 1.291265 2.388554 -8.568887 -0.725 0.536 -1.096 0.0568
N -0.300832 0.844446 -0.070790 3.445 -1.986 -8.328 0.7259
N 7.105635 -1.386921 0.109447 -0.534 -0.334 -0.195 0.3025
C 0.093814 -6.925903 0.012519 -1.912 -0.355 -0.785 -1.0354
C 0.203588 -1.344860 -4.118664 0.287 -0.508 -0.743 -0.1203
C 0.957040 4.644131 6.405737 -0.330 -0.167 -0.364 -0.5531
C -0.184916 -2.831912 -3.947965 -0.716 -0.713 -0.791 -0.0156
C 1.794438 -1.041501 5.853352 2.042 -0.168 1.140 0.7259
C -4.421539 3.298386 -4.123840 -0.809 1.234 0.824 -0.1798
C 1.199157 2.352944 -10.051450 -0.028 -0.006 0.351 -1.0257
C 4.795165 5.671340 1.883091 0.567 0.930 1.205 -1.0663
C 1.576850 4.509439 -4.145820 -1.005 0.097 -0.090 -0.4889
C 2.478279 2.163283 -8.017753 0.179 -0.614 2.487 -0.3903
C -7.641464 3.194538 -2.109937 -0.186 0.441 -0.511 -0.7259
C 3.279363 -0.989526 -1.678218 0.233 1.156 0.447 0.5272
C 1.284296 -9.328891 1.545433 -1.070 0.421 -0.806 -0.9390
C 1.917153 5.331842 5.679375 -1.269 0.147 2.077 -0.6745
C -0.638212 -7.951479 0.661413 -0.237 0.981 -0.083 1.0065
C -2.452449 -4.162835 3.310635 0.208 -0.039 2.326 0.2862
C 3.416372 -5.649840 0.395318 0.596 -1.882 0.436 0.5299
C 1.493554 2.707503 -5.857409 0.256 0.481 -0.789 -0.0060
C -1.967363 -7.684596 0.979079 -0.659 0.565 0.336 -0.7217
C 0.261493 2.990408 -6.512097 1.399 -0.943 -0.290 -0.8087
C 2.734338 -4.421800 0.965881 -0.246 -0.252 0.269 -0.1394
C 4.218685 -2.157698 -1.912217 -1.359 -0.030 -0.236 -1.0582
C -1.537373 2.736100 -1.251332 1.309 -0.700 -0.418 0.0630
C -2.620693 -4.450858 -0.698965 -1.299 1.465 -0.928 -1.2989
C 2.497453 2.840093 -2.207800 0.507 -0.532 -1.257 0.0181
C -0.155072 -0.217980 0.979719 -0.722 1.349 1.863 2.4724
C 1.148606 0.141337 1.742731 -0.109 -0.703 -0.012 -1.2000
C -7.326758 0.737594 -2.762635 0.037 0.855 3.213 -0.2137
C 2.609102 4.628951 -0.611988 0.515 0.483 1.569 -0.8327
C -1.370986 7.438428 -1.795688 1.426 0.455 1.014 0.1637
C -2.257495 6.201865 -1.687954 -0.479 0.395 -0.730 0.4368
C -6.774957 -3.556546 1.481074 -0.839 -0.689 0.491 0.2298
C 0.198221 2.748383 -7.884004 -0.178 0.684 1.552 -0.2509
C 2.258267 2.324166 -3.484947 -0.341 1.055 -0.101 -0.4235
C 1.821367 -10.552396 1.817126 -0.558 -1.005 -0.073 -0.1001
C -1.394003 -0.042727 1.956066 1.306 -0.214 1.313 -0.4719
C 5.638675 6.702957 3.848619 -0.609 -0.591 -0.575 -0.3115
C -7.279733 -0.143456 -0.701026 -0.024 1.204 -0.002 -0.4600
C -5.372618 -3.271926 2.009979 -0.147 -0.296 0.147 0.0043
C -2.338610 -3.143257 4.445015 -0.839 0.315 0.751 -0.9562
C 6.022570 -1.047479 -0.630227 0.610 -0.710 1.037 -0.6406
C -1.243986 3.876170 3.409122 0.328 -1.149 -0.995 -0.7564
C 1.711649 3.174445 -4.453369 0.838 -0.818 0.447 1.1609
C -2.191005 0.284718 -1.717840 1.233 -0.909 -0.719 -0.4028
C -0.043232 -9.252347 1.034108 1.431 -0.837 -0.005 0.7647
C 1.365618 2.636051 5.240372 0.195 1.258 0.080 -1.2629
C -2.567483 -6.482890 0.636223 0.199 0.679 -0.430 -0.3369
C -0.215860 -1.630611 0.341956 -0.108 0.351 -0.212 0.3462
C 6.157276 -3.226204 -0.616094 0.193 -1.898 0.285 -0.5113
C -4.870661 4.587373 0.219785 1.435 -0.609 1.269 0.5046
C 1.805176 4.996221 -2.862722 0.298 -0.448 -0.437 -0.7456
C -1.659481 1.263941 -0.666261 -2.396 2.427 1.041 2.5745
C -2.750788 0.131599 1.420461 -1.189 0.441 -2.777 -0.4094
C 2.392955 3.286400 4.541331 -0.679 -0.209 0.007 -0.2894
C -0.714956 -10.484024 0.813810 -0.087 1.769 0.290 -0.8037
C -7.508842 1.228469 -0.543557 0.597 -1.292 -1.581 -0.4373
C 1.576995 -2.397813 5.206176 -0.123 -0.362 -0.945 -0.2700
C 5.183059 1.687507 1.281339 -0.992 -0.384 -0.131 0.6694
C 3.733950 5.217647 2.645670 0.346 -1.204 -2.170 0.6843
C 3.711983 5.338780 4.003991 -0.899 -0.467 0.585 0.4008
C 4.795373 0.729360 2.385817 0.223 -1.738 0.178 0.0480
C 1.781770 -12.976257 1.912084 -0.539 -0.938 -0.263 -0.9262
C 7.220867 -2.801092 0.107674 -0.500 2.155 -0.389 -0.6363
C 8.082874 -0.486251 0.756698 0.069 0.388 -0.338 -0.8120
C -3.137147 2.990422 -4.817714 -0.013 -0.076 -2.964 0.3254
C -0.374095 4.181548 2.162462 -0.237 2.633 -0.607 0.5603
C -0.135304 -11.690124 1.097568 0.163 0.632 0.625 -0.2974
C -0.637227 -5.793215 -0.456130 1.451 -0.501 1.139 -0.8554
C -0.308968 2.659557 6.973767 -0.755 -0.277 -0.114 -0.8276
C 2.613877 2.214817 -6.599455 -1.360 1.050 -1.736 -0.7490
C -6.758334 -1.653417 -2.684873 1.910 -0.115 1.660 -0.8414
C -5.196456 -1.583236 -2.757563 -0.010 -1.144 -1.084 -0.5291
C 4.647905 6.106063 4.634370 2.174 1.091 -0.163 -0.7910
C -5.924367 3.815062 0.990975 -2.567 1.384 0.046 0.3027
C 2.635994 4.646950 4.752392 0.628 -1.001 -0.687 0.7724
C 6.887171 6.935916 1.785720 0.573 -0.129 -0.730 -0.9800
C -2.780002 1.309296 0.434540 1.936 1.119 1.283 -1.4129
H 2.817020 -10.687000 2.212979 0.025 0.114 -0.065 0.3914
H -5.197305 -2.195931 1.985731 0.163 0.038 0.045 0.0591
H 2.450006 -2.742905 4.651936 0.055 0.340 -0.165 0.2990
H -1.316350 -2.973486 4.782537 0.063 -0.235 -0.111 0.0461
H 0.937138 1.023337 2.346681 0.207 0.047 -0.082 -0.1363
H 5.612621 0.399815 3.028334 -0.009 1.172 0.732 0.4532
H -2.442762 5.808700 -2.688905 0.165 -0.234 -0.134 0.1096
H -2.409139 -0.708481 -1.325564 0.354 0.016 0.179 -0.7438
H 4.772452 6.173499 5.705250 -0.459 0.238 0.068 0.5388
H -5.238553 2.618273 -4.366657 0.221 -0.283 -0.209 0.2643
H -4.742058 4.296906 -4.422236 -0.113 -0.008 -0.048 0.4118
H -0.706957 2.977185 -8.427030 -0.031 -0.201 -0.079 0.4923
H -7.100968 -0.962650 -0.019019 -0.253 -0.013 0.239 0.2999
H 1.190858 1.302970 -10.341282 0.037 0.189 -0.306 0.3464
H -4.741416 5.669071 0.244371 -1.313 0.113 -0.144 0.6146
H -3.231684 6.502138 -1.303513 0.142 -0.172 0.305 0.1588
H 1.189162 5.099986 -4.963310 -0.010 0.770 0.482 0.6331
H -0.300020 -2.394108 1.116698 0.465 0.289 0.527 0.4642
H -1.280907 0.794416 2.647027 0.815 0.252 -0.141 -0.3371
H -1.168205 -1.791969 -0.161304 0.352 0.344 -0.508 -1.0251
H 2.520230 1.343519 -3.854706 -0.033 -0.400 0.900 0.5791
H -3.754662 1.639989 0.075984 -0.005 -0.629 -0.504 0.8084
H 2.422151 -3.774149 0.146790 0.087 0.147 0.106 -0.4365
H -3.487513 0.388453 2.181011 0.043 -0.538 0.130 0.9334
H 1.450243 -0.695765 2.373159 -0.340 -0.053 0.221 0.3645
H 3.434571 5.335966 -0.699057 -0.484 0.623 -0.202 0.5549
H -0.784795 3.102078 4.024088 -0.077 0.099 0.274 -0.2462
H 0.751101 -2.240527 4.510875 -0.057 -0.280 -0.241 -0.5111
H 6.340063 7.463700 4.157236 0.130 -0.369 0.508 0.4019
H 3.018378 2.217900 -1.493022 -0.176 0.210 0.616 0.1256
H -2.744950 -2.171280 4.162130 0.088 0.054 -0.369 0.1463
H 6.591841 7.622410 0.992621 -0.312 -0.092 0.091 0.3599
H -3.137605 0.598733 -2.156128 0.274 0.810 0.227 0.1402
H 0.646571 -1.784438 -0.305572 -0.272 -0.152 -0.182 -0.4706
H -1.790857 5.428327 -1.079326 -0.015 0.230 0.139 -0.3351
H -0.147023 -4.968939 -0.956295 0.016 -0.065 -0.600 0.9753
H 4.603732 -2.163119 -2.931459 -0.174 -0.261 -0.002 0.1803
H 8.908763 -0.375045 0.054482 0.236 -0.073 0.313 0.3371
H 2.836157 -12.843534 2.147695 -0.229 0.131 -0.032 0.2838
H -4.954597 4.202050 -0.796439 0.773 0.115 -0.116 -0.6468
H 2.043473 2.910370 -10.455161 0.033 -0.282 -0.055 0.4008
H 2.798978 -1.026882 -0.700095 0.437 -0.061 0.268 -0.0862
H 2.096739 6.351592 5.987018 0.093 0.119 -0.365 0.6022
H -7.627033 1.859381 0.325991 0.185 0.050 0.126 0.6476
H 2.020680 0.318782 1.112852 -0.234 0.212 -0.345 -0.2715
H 7.412802 6.094133 1.335036 -0.052 -0.018 -0.009 0.3859
H 3.868891 1.028157 2.875928 0.358 0.198 0.466 -0.5989
H 1.051597 1.602927 5.185206 0.495 -0.323 -0.264 0.5895
H -2.412210 -3.497340 -0.215331 0.371 -0.456 0.501 0.1489
H -1.215075 2.726832 -2.293207 -0.161 -0.356 -0.143 0.0677
H -0.757778 3.295964 -0.732801 -0.112 -0.040 0.511 -0.2950
H -2.412561 -4.313836 -1.760467 0.599 -0.334 0.024 0.4918
H 8.407644 -0.834970 1.736454 -0.006 -0.676 -0.319 0.3283
H -7.240446 0.703766 -3.837609 -0.091 0.707 0.116 0.3662
H -2.511649 2.196095 1.013063 0.017 0.184 0.342 -0.7545
H 1.664070 -13.608128 1.031858 0.313 -0.058 0.021 0.3728
H 4.995067 5.614393 0.823697 -0.462 -0.629 0.009 0.5009
H -7.045094 -2.483562 -2.038004 0.035 0.122 0.366 0.3389
H -4.327485 3.326314 -3.037475 0.175 -0.235 0.098 -0.4019
H -0.715686 -12.597590 1.019087 0.416 -0.266 -0.102 0.4465
H 7.728298 0.515755 1.000790 -0.748 -0.054 -0.521 0.2630
H 5.906532 -4.251739 -0.846256 -0.445 0.029 -0.015 0.6091
H -0.665463 1.839793 6.351446 -0.083 -0.255 0.584 0.2866
H 3.436239 -3.924524 1.636022 -0.053 0.201 0.005 0.4084
H -3.027968 -0.745883 0.834021 -0.516 -0.364 0.475 -0.6817
H 2.989698 2.755152 3.814489 -0.122 -0.253 0.083 0.6999
H 1.857786 -4.690782 1.555951 0.011 0.012 0.115 0.3805
H -4.643904 -3.764938 1.366668 0.098 0.193 -0.015 -0.1308
H 2.407934 -0.946163 -2.331729 0.355 -0.502 -0.527 -0.2746
H -4.777286 -0.716048 -3.268848 -0.489 0.114 -0.355 0.2926
H 5.714101 -0.036023 -0.851128 -0.179 0.046 0.339 0.7123
H -5.245985 -3.666172 3.017904 -0.004 0.197 0.024 0.2797
H 1.686577 4.998092 -0.161966 0.166 0.349 0.320 0.4132
H 3.596626 2.117354 -6.162620 -0.082 -0.215 0.112 0.5160
H -3.702714 -4.570732 -0.644739 0.059 -0.344 0.404 0.5484
H -1.146388 3.305348 7.236244 0.092 0.108 -0.214 0.3921
H 1.888098 -8.434750 1.634338 0.260 0.267 0.210 0.5641
H -1.405219 -0.919812 2.604747 0.308 -0.240 -0.096 0.0231
H 1.080285 -7.171967 -0.353606 0.331 0.683 0.157 0.7308
H 0.292025 2.866352 -10.366470 0.018 -0.243 0.092 0.3215
H 1.135508 -1.326288 -4.687407 0.468 -0.008 0.239 0.3631
H 0.175094 2.323625 7.890057 0.077 -0.303 -0.262 0.3717
H -0.612990 3.357404 -5.988706 -0.547 -0.028 0.119 0.3853
H 3.242999 1.905878 -8.735528 0.302 -0.001 0.336 0.4750
H -3.561253 -6.154613 0.903753 -0.086 -0.402 0.304 0.3903
H 1.295890 -3.253490 5.820154 -0.235 0.478 0.563 0.4368
H 0.313447 -0.901988 -3.129332 -0.031 0.269 -0.206 -0.3001
H -1.447874 0.221474 -2.512534 -0.248 -0.213 -0.187 -0.1498
H -8.123225 3.311866 -3.080636 0.191 -0.057 -0.104 0.3873
H -0.460906 -0.804402 -4.793369 -0.467 0.049 0.416 0.4430
H -2.598639 -8.321376 1.581900 0.225 -0.273 0.062 0.5179
H 4.540923 -0.284751 2.069800 -0.488 0.099 -0.992 0.0866
H -4.919508 -2.472445 -3.326279 0.251 0.064 -0.322 0.4918
H 1.663215 6.045160 -2.638208 -0.417 0.161 0.403 0.5129
H -2.132498 3.410408 2.980015 -0.273 0.003 0.160 0.1495
H 2.992784 4.575504 2.188632 -0.371 0.142 -0.272 0.0995
H -1.726975 -10.351252 0.459597 -0.095 -0.696 -0.170 0.5338
H 3.517780 -2.969756 -1.718551 1.056 -0.953 -0.110 0.4669
H -7.223009 -1.878675 -3.644076 0.028 0.817 -0.106 0.3746
H 0.369473 5.036213 7.222779 0.119 0.458 -0.126 0.4359
H -4.556428 -1.676599 -1.880074 -1.002 0.034 0.749 -0.0293
H 1.254447 -13.482345 2.720597 0.183 0.130 0.175 0.3487
H 7.604135 7.461050 2.415203 -0.346 -0.147 0.288 0.3177
H -2.434331 3.353766 -1.230363 -0.287 -0.619 0.395 -0.6039
H -1.580327 4.768166 3.935675 0.329 -0.025 -0.026 0.4170
H -8.290382 3.670755 -1.376128 0.419 -0.088 0.251 0.3535
H 3.797947 -0.032662 -1.750003 -0.143 0.190 0.075 -0.0138
H 8.079704 -3.262847 0.568635 -0.352 -0.193 -0.016 0.4691
H -2.949338 -3.441564 5.297670 0.207 -0.229 0.134 0.4083
H -6.647302 3.639528 -2.124414 -0.235 0.272 0.084 0.0868
H 3.054135 3.862803 0.023248 -0.498 -0.584 -0.327 -0.1967
H -3.988662 4.328645 0.809285 0.843 -0.599 -1.015 -0.2341
```
Forces are in eV/Å.

Values from the calculation:
HOMO energy, eV: -4.037
Molar mass, g/mol: 1527.8
Net charge: -1
Calculated total energy, eV: -141039.6171